# 1
51
Properties=species:S:1:pos:R:3 method="wB97M-V/def2-TZVPD" multiplicity=1 charge=+2 homo_lumo_gap_ha=0.2941 total_energy_ha=-2273.62556 lumo_energy_ev=-6.45
In 0.01914 0.63456 0.95673
C -1.46901 -1.66362 -3.85320
N -1.44736 -1.48404 -2.40403
C -2.05931 -2.30354 -1.49884
C -1.79125 -1.80012 -0.25940
N -1.03068 -0.67685 -0.41862
C -0.81620 -0.50202 -1.72843
P 0.06351 0.89431 -2.53754
C 1.64860 0.78225 -1.61899
N 1.77931 0.66952 -0.29451
C 3.11273 0.66963 0.00063
C 3.80089 0.78775 -1.17297
N 2.87481 0.85858 -2.17428
C 3.18061 0.98595 -3.59646
C -0.69029 2.24081 -1.54412
N -0.74480 2.32318 -0.21051
C -1.35146 3.50236 0.11359
C -1.66600 4.14803 -1.04811
N -1.24377 3.35242 -2.07236
C -1.40005 3.65799 -3.49132
H -1.94851 -2.60848 -4.08930
H -2.02896 -0.86182 -4.33092
H -0.45650 -1.68457 -4.24969
H -2.63062 -3.16772 -1.79248
H -2.10049 -2.15629 0.70886
H 3.47688 0.59766 1.01209
H 4.86103 0.82671 -1.35711
H 4.25786 1.01730 -3.72508
H 2.78954 0.13489 -4.15023
H 2.75632 1.90296 -4.00037
H -1.51419 3.80750 1.13355
H -2.14451 5.09865 -1.21147
H -1.94135 4.59304 -3.59544
H -0.43036 3.76450 -3.97377
H -1.96643 2.87482 -3.99075
O -1.76880 -0.35251 6.45274
S -0.43351 -0.63482 6.05617
O 0.59230 -0.89184 7.00408
N 0.04884 0.58954 4.99750
C 0.26815 0.11466 3.84171
O 0.58264 0.91916 2.82468
C 0.10050 -1.34789 3.64586
C 0.39586 -2.12964 2.53846
C 0.13409 -3.49622 2.60409
C -0.38902 -4.06020 3.76067
C -0.63192 -3.28169 4.89140
C -0.37949 -1.93123 4.80331
H 0.92829 -1.73567 1.67225
H 0.38105 -4.13264 1.76413
H -0.57977 -5.12407 3.79801
H -0.99830 -3.72123 5.80971

# 2
38
Properties=species:S:1:pos:R:3 method="wB97M-V/def2-TZVPD" multiplicity=1 charge=+1 homo_lumo_gap_ha=0.1791 total_energy_ha=-808.69263 lumo_energy_ev=-5.84
O -4.32444 -5.49367 0.65078
C -3.40167 -4.62112 0.19326
F -2.89533 -4.58150 -1.20819
C -2.81903 -3.49638 1.24083
C -3.05514 -1.99255 0.64927
C -4.14447 -1.60320 -0.48946
C -4.18837 -0.05330 -0.85945
N -3.40111 1.08649 -0.39449
N -2.53673 0.65922 0.54519
C -2.29057 -0.66061 1.11999
H -1.70018 -3.64615 1.55286
H -3.48937 -3.58625 2.22476
H -4.85423 -2.37232 -1.00983
H -5.01578 0.24736 -1.66952
H -1.93202 1.44937 0.93128
H -1.48245 -0.77579 1.98000
C 0.74858 0.61018 -2.05142
C 1.96536 1.40432 -1.58387
N 1.82780 1.96607 -0.23600
C 2.87146 2.94422 0.09183
C 4.31104 2.44252 0.17016
C 1.50853 1.01680 0.83258
C 2.47215 -0.14353 1.05968
H -0.16371 1.21384 -1.99778
H 0.88619 0.30401 -3.09353
H 0.60404 -0.29939 -1.46189
H 2.09860 2.22941 -2.29660
H 2.85302 0.77112 -1.66861
H 2.61955 3.44136 1.03693
H 2.83457 3.74372 -0.65965
H 4.49066 1.87840 1.08726
H 4.99475 3.29791 0.18815
H 4.58630 1.82291 -0.68594
H 0.51420 0.59826 0.63164
H 1.38150 1.55966 1.77891
H 2.79542 -0.61214 0.12612
H 1.97658 -0.91911 1.65652
H 3.35431 0.16984 1.61826